1.
This record from OMol25 describes a 2-piece molecular cluster, C5H12O2 overall. The level of theory is ωB97M-V/def2-TZVPD.

ORCA input file:
```
! RIJCOSX wB97M-V def2-TZVPD def2/J DEFGRID3
* xyz 0 1
C -0.1879 -2.1914 1.1621
C 0.6828 -0.9392 1.2309
C -0.0494 0.3256 0.7895
O 0.6963 1.4829 0.8206
C -0.3382 0.4071 -0.6616
C -1.3161 1.4050 -1.1555
O 1.6196 1.0734 -1.4038
H -1.0728 -2.0935 1.8025
H -0.5395 -2.3868 0.1403
H 0.3636 -3.0788 1.4884
H 1.0314 -0.7656 2.2550
H 1.5806 -1.0529 0.6095
H -1.0000 0.4106 1.3586
H 1.5567 1.3531 -0.4141
H -0.0298 -0.3729 -1.3525
H -1.4356 2.2146 -0.4344
H -1.0494 1.8057 -2.1369
H -2.2741 0.8759 -1.2741
H 1.4830 1.8994 -1.8890
*
```

Summary:
Energy above the lowest of the compared OMol25 structures with the same formula, charge and spin   3.596 eV
LUMO (alpha / beta)   -0.010 / -0.010 Eh
Largest force on an atom   0.26 eV/A
E_HOMO (alpha / beta)   -8.777 / -8.777 eV
DFT total energy   -9471.5395 eV

---

2.
This record from OMol25 describes C52H56N5P2RbSeSi2 as an isolated structure. The level of theory is ωB97M-V/def2-TZVPD.

ORCA input file:
```
! RIJCOSX wB97M-V def2-TZVPD def2/J DEFGRID3
* xyz -2 1
Rb 13.0257 14.2993 10.1458
C 15.8293 16.3830 9.1495
Si 16.6934 15.5637 10.6240
C 17.5541 16.9643 11.5405
C 18.0257 14.5767 9.8218
N 15.7026 14.5408 11.5144
P 15.2867 13.8002 12.8026
C 13.6945 13.4020 13.0686
P 12.5731 12.2354 12.8707
N 11.7454 12.0439 11.5556
Si 10.2128 12.2743 10.9496
C 9.1363 10.7140 10.9310
C 9.1250 13.5575 11.8644
C 10.3530 12.8256 9.0935
C 11.3839 12.3277 14.3088
C 11.1947 13.5234 14.9813
C 10.3118 13.5688 16.0331
C 9.6249 12.4393 16.4448
C 9.7439 11.2507 15.7583
C 10.6048 11.2044 14.6526
C 13.3195 10.5312 13.2402
C 13.8270 10.1816 14.4995
C 14.1718 8.8683 14.8035
C 14.2447 7.9221 13.8078
C 13.8844 8.2947 12.5213
C 13.3602 9.5516 12.2246
C 15.9495 14.7116 14.2759
C 15.1084 15.0970 15.3362
C 15.6027 15.8729 16.3661
C 16.9281 16.3076 16.3591
C 17.7515 15.9831 15.2928
C 17.2805 15.1695 14.2834
C 16.3654 12.3024 12.9264
C 16.8672 11.8414 14.1501
C 17.6307 10.7028 14.2614
C 17.8678 9.9546 13.1129
C 17.3111 10.3514 11.8977
C 16.5660 11.4997 11.8195
H 16.6100 16.8629 8.5614
H 15.1804 17.2020 9.5479
H 15.1914 15.6791 8.6239
H 18.5551 17.1784 11.0907
H 17.7636 16.7239 12.5904
H 16.9410 17.8902 11.5184
H 18.6568 15.2270 9.1484
H 17.6179 13.6696 9.3291
H 18.7533 14.1767 10.5422
H 8.6069 10.6165 11.9020
H 9.8323 9.8545 10.8433
H 8.3645 10.7283 10.1456
H 8.6533 13.0322 12.7294
H 8.2584 13.8001 11.1909
H 9.6614 14.4364 12.2450
H 11.1788 12.4177 8.4981
H 10.3792 13.9467 9.0324
H 9.3980 12.6100 8.6344
H 11.7202 14.4353 14.6436
H 10.2258 14.4788 16.6187
H 9.0086 12.4689 17.3579
H 9.2166 10.3571 16.1060
H 10.6681 10.3115 14.0620
H 13.8821 10.9038 15.3062
H 14.3988 8.6248 15.8253
H 14.4495 6.8705 13.9866
H 13.9800 7.5344 11.7490
H 13.0731 9.6550 11.1792
H 14.0608 14.7690 15.2670
H 14.9983 16.0435 17.2253
H 17.2648 16.9312 17.1536
H 18.7648 16.3610 15.3235
H 17.9022 14.9015 13.4463
H 16.6224 12.4379 14.9903
H 18.0582 10.4164 15.2017
H 18.5177 9.0607 13.2250
H 17.4783 9.7089 11.0171
H 16.1466 11.8389 10.8638
C 10.9073 15.7426 6.8557
N 12.1293 16.5113 6.6140
C 13.3760 16.0027 6.4278
Se 13.9452 14.2710 6.3286
N 14.2531 17.0300 6.4026
C 13.5528 18.2218 6.7004
C 14.0042 19.4901 6.9405
C 13.0332 20.5001 7.1352
C 11.6891 20.1477 7.2397
C 11.2355 18.8506 7.0992
C 12.1909 17.9304 6.7683
H 10.9524 14.8299 6.2526
H 10.1012 16.4167 6.5708
H 10.8499 15.5587 7.8968
H 15.2083 16.8711 6.5347
H 15.0467 19.7186 6.9229
H 13.3244 21.5465 7.3560
H 11.0118 20.9664 7.4015
H 10.1829 18.6466 7.0997
N 11.8217 16.7319 9.5876
C 11.7080 17.6415 10.4480
C 12.8603 18.1422 11.3233
C 13.3878 17.2987 12.3235
C 14.4514 17.6692 13.1378
C 14.9727 18.9701 12.9843
C 14.4543 19.8250 12.0071
C 13.4049 19.4136 11.1908
C 10.4052 18.3791 10.6089
C 10.2014 19.3187 11.6294
C 8.9893 19.9964 11.7093
C 7.9924 19.7898 10.7450
C 8.2239 18.8696 9.7480
C 9.3744 18.1270 9.7283
H 13.0112 16.2639 12.4792
H 14.8627 16.9770 13.8450
H 15.7775 19.3957 13.6381
H 14.8874 20.8313 11.9229
H 13.0099 20.0836 10.4166
H 10.9552 19.5067 12.3755
H 8.8286 20.7431 12.4803
H 7.0435 20.3002 10.7257
H 7.4071 18.6557 8.9945
H 9.5208 17.3008 9.0340
*
```

Summary:
Energy above the lowest of the compared OMol25 structures with the same formula, charge and spin   0.000 eV
LUMO   0.135 Eh
Largest force on an atom   2.95 eV/A
E_HOMO   -1.407 eV
DFT total energy   -162621.8468 eV

---

3.
This record from OMol25 describes a 3-piece molecular cluster, C12H10BrF2 overall. The level of theory is ωB97M-V/def2-TZVPD.

ORCA input file:
```
! RIJCOSX wB97M-V def2-TZVPD def2/J DEFGRID3
* xyz -1 1
Br 1.7540 0.7739 -0.4294
F -3.0766 2.1083 -2.0334
C -2.5916 3.0306 -1.2349
C -1.3969 2.8122 -0.6366
C -0.7738 3.8350 0.0908
C -1.3290 5.0973 0.2007
C -2.5463 5.3780 -0.4624
C -3.1536 4.3584 -1.1620
H -0.9283 1.8455 -0.7476
H 0.1986 3.5681 0.4776
H -0.8025 5.8636 0.7503
H -2.9673 6.3725 -0.4520
H -3.9929 4.6394 -1.7809
F 2.0635 -2.9100 -1.7774
C 2.0023 -3.4193 -0.5270
C 2.5894 -4.6311 -0.3825
C 2.5307 -5.3323 0.8395
C 1.6952 -4.7797 1.8124
C 1.0197 -3.6556 1.6385
C 1.2530 -2.8614 0.5322
H 3.0381 -5.1111 -1.2396
H 2.8912 -6.3414 0.9748
H 1.4419 -5.3351 2.7033
H 0.3129 -3.4039 2.4153
H 0.7683 -1.9017 0.4303
*
```

Summary:
Energy above the lowest of the compared OMol25 structures with the same formula, charge and spin   0.667 eV
LUMO   0.118 Eh
Largest force on an atom   3.84 eV/A
E_HOMO   -3.938 eV
DFT total energy   -88085.3958 eV

---

4.
This record from OMol25 describes the molecule C2H2N4S2. The level of theory is ωB97M-V/def2-TZVPD.

ORCA input file:
```
! RIJCOSX wB97M-V def2-TZVPD def2/J DEFGRID3
* xyz 0 1
S -0.3358 2.6577 1.3323
C -0.3738 1.0687 0.4631
N -1.3299 0.2129 0.4429
N -0.9729 -0.9223 0.0470
C 0.1288 -1.1007 -0.6919
S 0.7028 -2.7653 -0.9364
N 0.8718 -0.1466 -1.0711
N 0.7420 0.9821 -0.3334
H -1.5572 2.6432 1.7713
H 2.1241 -2.6297 -1.0237
*
```

Summary:
Energy above the lowest of the compared OMol25 structures with the same formula, charge and spin   1.075 eV
LUMO   -0.042 Eh
Largest force on an atom   5.53 eV/A
E_HOMO   -9.514 eV
DFT total energy   -29733.7424 eV
SMILES string   Sc1nnc(S)nn1

---

5.
This record from OMol25 describes the molecule C32H26BF3O2S. The level of theory is ωB97M-V/def2-TZVPD.

ORCA input file:
```
! RIJCOSX wB97M-V def2-TZVPD def2/J DEFGRID3
* xyz 0 1
C -4.9737 -0.3705 3.3704
C -3.6235 -0.1184 2.7935
C -3.1621 1.1760 2.5130
C -1.8828 1.3504 1.9787
C -1.0676 0.2440 1.6700
C 0.2565 0.4736 0.9315
C 1.4069 0.0461 1.8336
C 2.4256 0.9879 2.0913
C 3.6579 0.5880 2.6171
C 3.8257 -0.7296 3.0610
C 2.7452 -1.6141 3.0096
C 1.5246 -1.2019 2.4606
C -1.5397 -1.0132 2.0225
C -2.7976 -1.2152 2.5769
H -5.2238 -1.4279 3.2220
H -4.9760 -0.1757 4.4489
H -5.7165 0.2807 2.8887
H -3.7940 2.0449 2.7402
H -1.5237 2.3392 1.6918
H 0.2997 1.5902 1.0119
H 2.2685 2.0227 1.7621
H 4.4631 1.3299 2.7004
H 4.7778 -1.0387 3.4845
H 2.8296 -2.6241 3.4134
H 0.6993 -1.9231 2.4120
H -0.9865 -1.8817 1.6819
H -3.1269 -2.2247 2.8349
C 0.1314 0.8647 -6.4667
C 0.4483 0.4171 -5.0880
C 1.2944 -0.5757 -4.6611
C 1.3443 -0.6707 -3.2179
C 0.4702 0.1492 -2.5306
B 0.4971 0.5743 -0.8174
C -0.2781 -0.8733 -0.8527
C -1.6328 -0.9375 -1.1523
C -2.3616 -2.0956 -0.8730
C -1.7177 -3.1887 -0.2974
C -2.5070 -4.3396 0.2642
F -2.2924 -5.5009 -0.3842
F -2.1634 -4.5513 1.5863
F -3.8479 -4.1012 0.2625
C -0.3242 -3.2048 -0.1913
C 0.3965 -2.0371 -0.4612
O 1.9923 0.7323 -0.8690
C 2.2278 2.0410 -1.0020
C 1.0094 2.7891 -1.0763
C 0.9767 4.1383 -0.7244
C 2.1846 4.7261 -0.3351
C 3.3844 4.0055 -0.3029
C 3.4274 2.6460 -0.6147
O -0.0639 1.9679 -1.0655
S -0.2997 1.1855 -3.6814
H 0.7008 0.2075 -7.1351
H -0.9495 0.7674 -6.6610
H 0.4368 1.9133 -6.6140
H 1.8382 -1.1979 -5.3758
H 1.9568 -1.4137 -2.7561
H -2.1449 -0.0592 -1.5655
H -3.4310 -2.1408 -1.0724
H 0.1889 -4.1146 0.1363
H 1.4812 -2.0189 -0.2977
H 0.0260 4.6576 -0.7285
H 2.1832 5.7865 -0.0519
H 4.3151 4.5112 -0.0293
H 4.3168 2.0262 -0.5194
*
```

Summary:
Energy above the lowest of the compared OMol25 structures with the same formula, charge and spin   3.452 eV
LUMO   -0.065 Eh
Largest force on an atom   4.58 eV/A
E_HOMO   -7.450 eV
DFT total energy   -57362.1084 eV

---

6.
This record from OMol25 describes C39H30ClN4O6RhS3 as an isolated structure. The level of theory is ωB97M-V/def2-TZVPD.

ORCA input file:
```
! RIJCOSX wB97M-V def2-TZVPD def2/J DEFGRID3
* xyz 2 1
Rh -1.1483 0.7919 0.7742
S -5.6774 0.4415 -2.5803
C -7.0010 -0.0531 -3.5380
C -7.2303 -1.3936 -3.4381
C -6.3181 -2.0374 -2.5750
C -5.4059 -1.1723 -2.0231
C -4.3133 -1.4887 -1.1153
C -3.6082 -0.4502 -0.4780
N -2.5652 -0.6435 0.3089
C -2.1294 -1.9194 0.5046
C -2.8014 -3.0266 -0.0285
C -2.2889 -4.3378 0.2655
C -1.1839 -4.5143 1.0220
C -0.4530 -3.3928 1.5397
C 0.7010 -3.4841 2.3310
C 1.3133 -2.3400 2.8215
C 0.7608 -1.0945 2.4415
N -0.2829 -0.9892 1.6521
C -0.9146 -2.1104 1.2374
C 2.4882 -2.3757 3.6808
C 3.1501 -1.3148 4.2543
C 4.2572 -1.7151 5.0305
C 4.4266 -3.0699 5.0360
S 3.2434 -3.8672 4.1064
C -3.9059 -2.7880 -0.8517
H -7.5411 0.6738 -4.1209
H -8.0260 -1.9008 -3.9598
H -6.3561 -3.0943 -2.3608
H -3.9232 0.5792 -0.6010
H -2.8191 -5.1929 -0.1319
H -0.8301 -5.5114 1.2484
H 1.0955 -4.4633 2.5730
H 1.1905 -0.1670 2.7998
H 2.8558 -0.2820 4.1466
H 4.8978 -1.0345 5.5687
H 5.1806 -3.6432 5.5486
H -4.4157 -3.6252 -1.3086
O -2.0714 4.8676 -3.1619
C -1.3717 3.8671 -3.6752
O -0.8470 3.9229 -4.7500
C -1.2447 2.6274 -2.8474
C -0.7230 1.4061 -3.2873
Cl -0.1651 0.9559 -4.8087
N -0.6974 0.5484 -2.2451
N -1.2126 1.1543 -1.1589
C -1.5253 2.4005 -1.5020
C -2.0834 3.2182 -0.3782
O -2.5926 4.3032 -0.5142
O -1.9456 2.5961 0.7691
C -0.2408 -0.7996 -2.1835
C 0.7605 -1.1061 -1.2764
C 1.1969 -2.4208 -1.1950
C 0.6460 -3.3922 -2.0180
C -0.3478 -3.0582 -2.9303
C -0.8042 -1.7528 -3.0177
H -2.3846 4.7215 -2.2417
H 1.2285 -0.3235 -0.6860
H 1.9888 -2.6765 -0.5038
H 1.0051 -4.4104 -1.9656
H -0.7688 -3.8128 -3.5802
H -1.5987 -1.4884 -3.7040
C 6.9907 3.0517 -0.5045
C 5.6200 2.8711 0.0677
C 5.4385 2.4929 1.3955
C 4.1662 2.3378 1.9243
C 3.0683 2.5860 1.1131
C 3.2166 2.9540 -0.2205
C 4.4909 3.0903 -0.7303
S 1.4702 2.4207 1.8402
C 0.9501 4.1289 1.9849
O 0.6007 1.8858 0.6858
H 7.7576 2.6797 0.1712
H 7.1865 4.1096 -0.6887
H 7.0869 2.5328 -1.4582
H 6.3006 2.3096 2.0223
H 4.0366 2.0307 2.9545
H 2.3502 3.1246 -0.8460
H 4.6220 3.3793 -1.7651
H 1.0937 4.6250 1.0271
H 1.5621 4.5975 2.7539
H -0.0979 4.1377 2.2761
O -1.8315 0.9497 2.9387
H -2.6362 0.4724 3.1790
H -2.0660 1.8910 2.9609
*
```

Summary:
Energy above the lowest of the compared OMol25 structures with the same formula, charge and spin   0.000 eV
LUMO   -0.240 Eh
Largest force on an atom   2.17 eV/A
E_HOMO   -12.971 eV
DFT total energy   -107199.9126 eV

---

7.
This record from OMol25 describes C8H10ClNV as an isolated structure. The level of theory is ωB97M-V/def2-TZVPD.

ORCA input file:
```
! RIJCOSX wB97M-V def2-TZVPD def2/J DEFGRID3
* xyz 0 2
C 0.1622 -1.4656 -0.9876
C -1.1094 -1.2965 -0.3352
C -1.0236 -1.8385 0.9818
C 0.2994 -2.3875 1.1691
C 1.0001 -2.2681 -0.1010
V 0.7971 -0.3518 0.8520
C -1.5659 2.0783 -0.1448
C -1.0034 2.7537 -1.1363
C 0.1252 3.1349 -1.6976
N 2.4641 -0.1579 0.9926
H -1.8440 -1.8172 1.6994
H -1.9974 -0.9089 -0.8243
H 0.6885 -2.8157 2.0959
H 2.0057 -2.5935 -0.3675
H 0.3852 -1.1724 -2.0107
H -2.2260 1.2203 -0.3435
H 3.1145 0.4490 0.4762
H -1.4426 2.3475 0.9233
H 0.2778 3.8549 -2.5192
H 1.0195 2.6451 -1.3485
Cl -0.1271 0.5900 2.6259
*
```

Summary:
⟨S²⟩   0.822
LUMO (alpha / beta)   -0.022 / -0.021 Eh
Largest force on an atom   2.23 eV/A
E_HOMO (alpha / beta)   -8.691 / -8.915 eV
DFT total energy   -48155.2772 eV

---

8.
This record from OMol25 describes the molecule C6H7FO. The level of theory is ωB97M-V/def2-TZVPD.

ORCA input file:
```
! RIJCOSX wB97M-V def2-TZVPD def2/J DEFGRID3
* xyz 0 1
C 1.8135 0.5691 2.2510
C 0.6315 -0.0824 2.1261
C 0.3526 -1.0116 0.9968
O 1.1257 -1.0227 -0.1084
C -0.2704 -0.6879 -0.3332
C -0.2795 0.6642 -0.8144
C -1.0311 1.1307 -1.8356
F -2.1994 0.3362 -2.0359
H 1.7942 1.1949 3.0476
H 2.6512 0.5752 1.5254
H -0.0850 -0.0656 2.9358
H 0.0580 -2.0087 1.2129
H -0.7156 -1.3627 -1.0844
H 0.8004 1.2455 -0.4681
H -1.0141 2.0840 -2.3240
*
```

Summary:
Energy above the lowest of the compared OMol25 structures with the same formula, charge and spin   3.743 eV
LUMO   0.037 Eh
Largest force on an atom   5.07 eV/A
E_HOMO   -9.181 eV
DFT total energy   -11096.2875 eV
SMILES string   C=C[C@@H]1O[C@@H]1/C=C\F

---

> What is the formula in the fourth record?

C2H2N4S2